[1]
This record from the Open Molecules 2025 dataset describes a molecular structure, C21H29AsLuN5O2S. The level of theory is the ωB97M-V functional and the def2-TZVPD basis.

Output
Energy above the lowest of the compared OMol25 structures with the same formula, charge and spin, kcal/mol: 2.8
Molecular weight, g/mol: 665.5
E_tot, eV: -139048.4799
HOMO, Ha: -0.730
Gap between HOMO and LUMO, eV: 7.788
Net charge: +4
Strongest force on any atom, eV/Å: 0.9

Positions of all 60 atoms, in Å:
Lu (0.001, -0.116, -0.287)
O (-3.686, 6.048, -0.634)
N (-4.387, 5.117, -0.983)
O (-5.512, 5.184, -1.399)
C (-3.767, 3.763, -0.952)
C (-4.621, 2.726, -0.894)
C (-4.117, 1.383, -0.779)
C (-4.961, 0.254, -0.725)
C (-4.422, -1.007, -0.606)
C (-3.035, -1.130, -0.540)
N (-2.211, -0.078, -0.596)
C (-2.746, 1.176, -0.716)
C (-1.842, 2.292, -0.783)
N (-0.501, 2.010, -0.710)
C (0.382, 3.005, -0.832)
C (-0.007, 4.321, -1.049)
C (-1.349, 4.619, -1.101)
C (-2.321, 3.595, -0.935)
H (-5.688, 2.911, -0.925)
H (-6.036, 0.387, -0.777)
H (-5.044, -1.890, -0.560)
H (-2.586, -2.114, -0.437)
H (1.437, 2.750, -0.770)
H (0.740, 5.092, -1.177)
H (-1.672, 5.634, -1.268)
C (2.445, 1.719, 3.317)
As (1.361, 0.243, 3.831)
C (2.406, -1.086, 4.699)
C (-0.044, 0.825, 4.969)
S (0.398, -0.789, 2.119)
H (3.351, 1.697, 3.923)
H (1.902, 2.643, 3.509)
H (2.712, 1.641, 2.264)
H (3.128, -0.565, 5.331)
H (2.918, -1.703, 3.965)
H (1.743, -1.695, 5.313)
H (0.427, 1.203, 5.880)
H (-0.679, -0.026, 5.210)
H (-0.611, 1.611, 4.477)
C (1.898, -4.355, -1.241)
C (0.981, -3.211, -0.757)
N (1.429, -1.891, -1.298)
C (1.321, -1.929, -2.790)
C (2.081, -3.137, -3.378)
N (2.851, -3.779, -2.254)
C (3.754, -2.769, -1.601)
C (2.863, -1.700, -0.931)
H (1.345, -5.155, -1.729)
H (2.496, -4.785, -0.439)
H (0.988, -3.161, 0.333)
H (-0.044, -3.391, -1.091)
H (1.727, -0.997, -3.187)
H (0.269, -1.991, -3.072)
H (2.796, -2.845, -4.145)
H (1.420, -3.897, -3.790)
H (3.424, -4.536, -2.637)
H (4.394, -2.357, -2.380)
H (4.377, -3.301, -0.884)
H (3.188, -0.710, -1.258)
H (2.939, -1.751, 0.156)

***

[2]
This record from the Open Molecules 2025 dataset describes 10 unconnected molecules or ions with the total composition C38H76O13S in a non-equilibrium geometry. The level of theory is the ωB97M-V functional and the def2-TZVPD basis.

Output
Energy above the lowest of the compared OMol25 structures with the same formula, charge and spin, kcal/mol: 0.0
Molecular weight, g/mol: 773.1
E_tot, eV: -78086.2317
HOMO, Ha: -0.348
Gap between HOMO and LUMO, eV: 9.883
Net charge: 0
Strongest force on any atom, eV/Å: 1.6

Positions of all 128 atoms, in Å:
O (18.089, -16.826, 1.864)
S (17.211, -17.828, 2.360)
O (17.409, -19.192, 2.073)
O (16.992, -17.550, 3.909)
C (15.999, -16.532, 4.075)
C (15.252, -16.392, 2.732)
O (15.713, -17.473, 1.931)
H (15.304, -16.903, 4.828)
H (16.436, -15.605, 4.444)
H (15.412, -15.415, 2.272)
H (14.182, -16.525, 2.882)
C (7.059, -12.832, 0.851)
C (8.154, -12.857, 1.914)
C (9.050, -14.020, 1.503)
O (8.209, -14.901, 0.770)
C (7.366, -14.060, -0.032)
H (7.004, -11.998, 0.147)
H (6.044, -12.932, 1.238)
H (7.732, -13.050, 2.901)
H (8.683, -11.907, 2.018)
H (9.450, -14.572, 2.352)
H (9.904, -13.755, 0.868)
H (6.509, -14.665, -0.313)
H (7.975, -13.802, -0.906)
C (17.225, -12.650, 3.182)
C (16.174, -12.449, 4.294)
C (16.966, -12.733, 5.572)
O (18.002, -13.610, 5.224)
C (18.412, -13.379, 3.881)
H (17.570, -11.712, 2.753)
H (16.834, -13.277, 2.379)
H (15.371, -13.176, 4.182)
H (15.825, -11.420, 4.249)
H (16.342, -13.159, 6.358)
H (17.364, -11.795, 5.991)
H (18.585, -14.333, 3.391)
H (19.258, -12.691, 3.923)
C (10.828, -10.657, -0.867)
C (11.458, -11.153, -2.159)
C (10.292, -11.945, -2.743)
O (9.091, -11.297, -2.328)
C (9.344, -10.446, -1.219)
H (11.281, -9.819, -0.344)
H (10.847, -11.504, -0.164)
H (12.317, -11.796, -1.972)
H (11.731, -10.317, -2.804)
H (10.277, -12.968, -2.338)
H (10.290, -12.029, -3.830)
H (8.748, -10.707, -0.346)
H (9.202, -9.411, -1.541)
C (9.460, -19.361, 2.689)
C (9.150, -17.881, 2.481)
C (10.255, -17.197, 3.346)
O (10.850, -18.216, 4.145)
C (10.016, -19.353, 4.096)
H (10.201, -19.737, 1.980)
H (8.596, -20.021, 2.591)
H (8.156, -17.644, 2.855)
H (9.254, -17.563, 1.446)
H (9.808, -16.379, 3.913)
H (11.021, -16.829, 2.667)
H (9.226, -19.256, 4.856)
H (10.567, -20.257, 4.360)
C (12.575, -14.884, -0.822)
C (13.618, -14.102, -0.005)
C (12.909, -13.895, 1.331)
O (11.982, -14.947, 1.452)
C (11.974, -15.743, 0.270)
H (12.979, -15.478, -1.641)
H (11.858, -14.171, -1.244)
H (13.908, -13.230, -0.598)
H (14.526, -14.710, 0.070)
H (12.395, -12.925, 1.264)
H (13.644, -13.843, 2.137)
H (10.986, -16.167, 0.091)
H (12.659, -16.594, 0.416)
C (18.521, -14.458, -2.304)
C (17.258, -13.917, -3.011)
C (16.195, -14.841, -2.407)
O (16.675, -15.242, -1.135)
C (17.979, -14.721, -0.908)
H (19.377, -13.786, -2.328)
H (18.816, -15.428, -2.715)
H (17.375, -13.952, -4.089)
H (17.187, -12.906, -2.600)
H (16.090, -15.698, -3.080)
H (15.235, -14.330, -2.304)
H (18.582, -15.419, -0.329)
H (17.910, -13.813, -0.287)
C (14.488, -18.236, -1.606)
C (15.817, -18.923, -1.379)
C (16.590, -18.490, -2.613)
O (15.629, -18.488, -3.672)
C (14.324, -18.261, -3.141)
H (14.518, -17.200, -1.259)
H (13.641, -18.682, -1.080)
H (15.777, -20.013, -1.389)
H (16.256, -18.580, -0.446)
H (17.417, -19.152, -2.872)
H (17.023, -17.488, -2.527)
H (13.696, -19.090, -3.467)
H (13.944, -17.284, -3.453)
C (10.523, -16.545, -3.245)
C (9.928, -17.376, -4.387)
C (8.440, -17.492, -4.006)
O (8.161, -16.516, -3.032)
C (9.354, -16.263, -2.298)
H (10.961, -15.609, -3.598)
H (11.328, -17.055, -2.711)
H (10.423, -18.340, -4.473)
H (9.967, -16.852, -5.339)
H (8.139, -18.486, -3.643)
H (7.788, -17.318, -4.866)
H (9.322, -16.968, -1.454)
H (9.374, -15.266, -1.863)
C (15.484, -10.502, 0.666)
C (16.622, -9.611, 0.186)
C (15.955, -8.249, 0.190)
O (14.678, -8.516, -0.380)
C (14.226, -9.769, 0.119)
H (15.441, -10.374, 1.751)
H (15.514, -11.545, 0.366)
H (16.947, -9.820, -0.837)
H (17.522, -9.647, 0.803)
H (16.410, -7.499, -0.454)
H (15.867, -7.828, 1.201)
H (13.853, -10.323, -0.745)
H (13.457, -9.648, 0.884)

***

- Which of these has the highest molecular weight?
  C38H76O13S